[1]
Below is a structure of composition C35H45N10NaO4S, with properties calculated with ωB97M-V/def2-TZVPD.

XYZ file:
```
96
Properties=species:S:1:pos:R:3:forces:R:3
Na 0.49596 -0.37817 0.53489 -0.035 -0.098 -0.588
C -5.29909 4.22637 2.01905 -0.001 -0.003 -0.001
C -4.04514 3.57123 1.51371 0.018 0.026 -0.010
C -3.02932 4.26127 0.95001 -0.033 -0.019 0.007
C -1.84335 3.62536 0.43472 0.071 -0.029 -0.002
C -0.84646 4.49593 0.01361 -0.063 -0.043 0.059
N 0.25771 4.32958 -0.70324 0.063 0.030 -0.047
C 0.56558 3.30806 -1.69630 -0.001 0.002 -0.020
C -0.33386 3.44282 -2.92426 0.003 0.033 0.008
C 0.03503 2.42303 -3.99077 -0.021 -0.004 0.001
N -0.34311 1.08962 -3.56687 -0.015 -0.071 0.097
C -0.58786 0.08313 -4.36943 -0.023 -0.101 0.043
C -0.85481 -1.21220 -3.91308 0.012 0.077 -0.012
C -1.06900 -2.26269 -4.84748 0.012 0.022 0.024
C -1.24807 -3.54887 -4.44588 -0.006 -0.001 0.013
C -1.45633 -4.68345 -5.40975 -0.002 -0.001 -0.001
C -1.21565 -3.80568 -3.04697 0.019 -0.010 -0.011
C -1.03512 -2.84834 -2.09105 -0.020 -0.044 0.026
C -1.04056 -3.26647 -0.68459 -0.099 0.024 -0.015
N -1.09690 -2.50128 0.32082 0.057 -0.061 -0.006
C -1.20512 -3.13710 1.61960 0.011 -0.022 -0.014
C -2.56762 -2.85551 2.27103 -0.016 0.018 0.022
C -2.68635 -1.66796 3.23466 0.013 -0.022 0.002
N -2.96003 -0.32190 2.76045 0.047 0.028 0.021
C -2.57136 0.06600 1.62043 -0.092 -0.047 -0.047
C -2.77146 1.48864 1.25628 0.014 0.010 0.049
C -3.87235 2.15939 1.67353 0.012 -0.017 0.024
C -1.67830 2.17805 0.57409 0.119 -0.016 -0.070
O -0.64224 1.57076 0.25418 -0.248 0.359 -0.060
C -0.84352 -1.46985 -2.48814 0.148 -0.008 0.004
O -0.64398 -0.55435 -1.65653 -0.087 0.236 0.016
H -5.29842 5.29490 1.80493 0.002 0.004 0.006
H -5.40395 4.09721 3.09878 -0.004 -0.006 -0.002
H -6.18610 3.78996 1.55508 -0.002 0.006 -0.004
H -3.10552 5.34045 0.85113 0.000 -0.001 0.004
H -0.97114 5.52744 0.33594 -0.011 0.001 0.002
H 0.86392 5.13263 -0.73004 -0.032 0.019 -0.034
H 0.47934 2.33185 -1.23076 -0.036 -0.057 0.038
H 1.60394 3.46485 -1.98653 0.018 0.004 -0.004
H -0.22528 4.44565 -3.34545 -0.011 0.002 -0.001
H -1.38122 3.31608 -2.63717 0.007 -0.002 -0.010
H 1.11593 2.45964 -4.16730 0.001 -0.011 -0.008
H -0.46516 2.64937 -4.93477 -0.019 -0.004 0.016
H -0.37334 0.79532 -2.56432 0.020 0.018 -0.038
H -0.56848 0.28401 -5.43951 0.006 -0.013 0.002
H -1.07313 -2.01755 -5.90599 0.001 -0.004 -0.003
H -1.46010 -4.32572 -6.43916 0.001 -0.001 -0.002
H -2.40611 -5.19116 -5.22818 -0.002 -0.002 -0.002
H -0.66504 -5.43043 -5.31724 0.001 -0.001 -0.001
H -1.33475 -4.83493 -2.71729 -0.004 -0.001 0.000
H -1.03583 -4.35914 -0.54665 -0.003 0.001 0.002
H -0.39219 -2.76575 2.25110 -0.015 0.021 -0.019
H -1.07923 -4.22527 1.52357 0.023 0.006 0.014
H -2.82371 -3.73820 2.86330 -0.002 -0.005 -0.007
H -3.32933 -2.78337 1.48896 -0.009 0.013 0.007
H -1.76266 -1.59301 3.82317 -0.014 -0.017 0.018
H -3.47696 -1.89774 3.95263 -0.013 0.003 -0.009
H -2.06807 -0.57982 0.89746 0.002 0.030 0.013
H -4.63403 1.59399 2.20117 -0.001 -0.002 -0.001
O 1.87583 -1.95799 1.04900 0.284 -0.244 0.248
N 2.81763 -2.78124 0.68676 -0.045 0.055 -0.117
C 3.42580 -3.50955 1.65310 0.003 -0.013 0.019
C 4.42793 -4.40098 1.38269 0.004 -0.007 -0.015
C 4.82910 -4.56172 0.05532 0.012 -0.017 0.021
C 4.20696 -3.82442 -0.91930 -0.021 0.028 -0.004
C 3.17643 -2.90440 -0.63628 0.037 -0.054 0.030
S 2.36444 -2.00616 -1.83477 0.012 0.038 -0.030
H 3.03728 -3.31501 2.64116 -0.001 -0.002 -0.003
H 4.87857 -4.95540 2.19283 -0.001 -0.001 0.001
H 5.61616 -5.25762 -0.20382 0.001 -0.001 0.000
H 4.48363 -3.92340 -1.95897 0.003 0.001 0.001
N 3.08934 0.92019 -2.72895 0.085 -0.088 0.030
C 3.94148 1.94303 -2.53088 0.038 0.095 0.080
N 4.66109 2.36896 -3.60701 0.069 0.066 -0.038
N 4.07624 2.61841 -1.41749 -0.143 0.042 -0.101
C 3.31042 2.27186 -0.38653 0.180 -0.091 0.202
N 2.69748 2.02875 0.56621 -0.019 -0.013 -0.153
H 3.25816 0.31779 -3.52090 -0.046 -0.004 -0.013
H 2.81797 0.36001 -1.92065 -0.125 -0.080 0.060
H 4.87927 1.70459 -4.32919 0.002 0.010 -0.001
H 5.37860 3.04033 -3.38986 0.003 -0.007 -0.009
C -0.86667 1.79990 4.51008 0.011 -0.010 -0.019
N 0.30393 0.97514 4.75191 -0.038 -0.012 0.016
C 0.90477 1.10554 6.06182 0.004 0.011 -0.004
C 0.83497 0.23278 3.74935 0.202 -0.002 -0.110
C 2.14308 -0.48021 4.00349 -0.033 -0.032 0.014
O 0.29135 0.14271 2.65476 -0.215 0.077 0.421
H -0.64993 2.83391 4.79136 -0.005 -0.003 0.003
H -1.72130 1.44374 5.08854 -0.006 0.000 0.010
H -1.12338 1.75443 3.45819 -0.010 -0.004 -0.033
H 0.11482 1.12774 6.81424 0.000 -0.004 0.004
H 1.48364 2.03064 6.15003 -0.003 0.005 0.000
H 1.55457 0.26517 6.28442 0.002 0.004 -0.005
H 2.90794 0.19851 4.38103 -0.008 0.013 -0.001
H 2.45247 -0.90889 3.05315 -0.005 -0.003 -0.004
H 2.00921 -1.28379 4.73153 0.012 0.001 0.012
```
Forces are in eV/Å.

strongest force on any atom: 0.60 eV/Å
HOMO-LUMO gap: 6.6 eV
net charge: 0
calculated total energy: -75368.7605 eV
LUMO: 0.10 eV

Atom charges from the Mulliken analysis, given in e for atoms 1 to 8: number 1, Na, carries 0.764; number 2, C, carries -1.652; number 3, C, carries 0.278; number 4, C, carries -0.933; number 5, C, carries 0.518; number 6, C, carries -0.794; number 7, N, carries 0.064; number 8, C, carries -0.259

[2]
Below is a cluster of 2 separate species, C6H14O in total, with properties calculated with ωB97M-V/def2-TZVPD.

XYZ file:
```
21
Properties=species:S:1:pos:R:3:forces:R:3
C -1.02099 1.93380 -0.42543 0.104 0.006 -0.258
C 0.15680 1.36422 -0.67303 -0.162 0.141 -0.195
C 0.33709 -0.04186 -1.17516 -0.058 -0.039 -0.048
C 1.58935 -0.73646 -0.64128 0.020 0.042 0.047
C 1.73490 -2.14433 -1.20920 0.019 -0.059 -0.015
H -1.11453 2.97387 -0.12740 0.089 -0.161 0.023
H -1.95224 1.37912 -0.53486 0.164 0.055 0.026
H 1.06799 1.95724 -0.57292 -0.123 -0.053 0.005
H 0.40306 -0.01390 -2.27334 0.011 0.013 0.137
H -0.55609 -0.63893 -0.94353 0.120 0.093 -0.022
H 1.55471 -0.77421 0.45519 -0.004 0.003 -0.119
H 2.47015 -0.13252 -0.90116 -0.134 -0.104 0.035
H 2.66768 -2.61619 -0.88682 -0.122 0.046 -0.028
H 1.73045 -2.11980 -2.30529 0.018 -0.020 0.144
H 0.90392 -2.78389 -0.88848 0.124 0.092 -0.052
C -1.92493 0.19052 2.29048 -0.285 -0.389 0.020
O -1.05622 1.29764 2.38241 0.132 -0.010 0.066
H -2.96732 0.49564 2.45079 0.234 0.111 -0.006
H -1.68522 -0.56611 3.04510 0.044 0.062 0.003
H -1.87976 -0.30231 1.31258 0.042 0.102 0.023
H -0.45880 1.27847 1.62136 -0.234 0.070 0.216
```
Forces are in eV/Å.

strongest force on any atom: 0.48 eV/Å
HOMO-LUMO gap: 10.8 eV
net charge: 0
calculated total energy: -8495.4285 eV
LUMO: 1.05 eV

Atom charges from the natural (NBO) analysis, given in e for atoms 1 to 8: number 1, C, carries -0.396; number 2, C, carries -0.196; number 3, C, carries -0.444; number 4, C, carries -0.389; number 5, C, carries -0.603; number 6, H, carries 0.212; number 7, H, carries 0.195; number 8, H, carries 0.200

Q: Look up the HOMO-LUMO gap of the first one.
A: 6.6 eV

Q: Look up the LUMO of the first one.
A: 0.10 eV

Q: Look up the calculated total energy of the second one.
A: -8495.4285 eV

Q: Which value of LUMO does entry 1 give?
A: 0.10 eV